Record 1
{
  "formula": "C5H27NO9",
  "method": "wB97M-V/def2-TZVPD",
  "species": ["C", "C", "N", "C", "C", "C", "O", "H", "H", "H", "H", "H", "H", "H", "H", "H", "H", "H", "H", "H", "O", "H", "H", "O", "H", "H", "O", "H", "H", "O", "H", "H", "O", "H", "H", "O", "H", "H", "O", "H", "H", "O"],
  "coordinates": [[2.167, 1.691, 1.703], [1.360, 2.089, 0.467], [0.042, 1.505, 0.365], [0.295, 0.107, -0.035], [-0.810, 2.101, -0.681], [-2.316, 1.696, -0.272], [-3.200, 2.362, -0.752], [3.137, 2.253, 1.827], [1.668, 1.887, 2.684], [2.558, 0.740, 1.756], [1.362, 3.224, 0.611], [2.011, 2.021, -0.546], [-0.734, -0.232, -0.377], [0.973, -0.101, -0.848], [0.675, -0.525, 0.780], [-0.638, 2.024, -1.749], [-0.939, 3.188, -0.624], [-2.417, 0.901, 0.431], [-0.864, -3.267, -0.774], [-0.912, -2.811, -2.167], [-0.316, -3.306, -1.547], [-3.490, -1.706, 2.319], [-2.007, -2.204, 2.135], [-2.927, -2.481, 2.087], [-0.865, -0.938, -3.008], [-2.296, -1.353, -3.559], [-1.711, -1.383, -2.791], [2.317, 3.258, -2.903], [1.848, 4.241, -1.862], [1.860, 3.301, -2.029], [0.306, -1.514, 2.333], [0.554, -2.961, 2.820], [-0.042, -2.238, 2.786], [-1.628, 1.927, 3.610], [-0.518, 2.066, 2.488], [-1.334, 2.473, 2.902], [0.563, -4.933, 0.627], [1.542, -3.732, 0.359], [1.072, -4.232, 1.046], [1.601, -1.434, -3.918], [1.098, -2.145, -2.462], [0.959, -1.559, -3.231]],
  "mulliken_charge": [-1.52, -0.26, 0.83, -1.07, -0.62, 0.02, -0.53, 0.40, 0.29, 0.41, 0.22, 0.34, 0.25, 0.38, -0.09, 0.39, 0.31, 0.38, 0.30, 0.39, -0.64, 0.31, 0.35, -0.64, 0.35, 0.26, -0.65, 0.26, 0.28, -0.55, 0.38, 0.28, -0.65, 0.28, 0.25, -0.64, 0.29, 0.30, -0.60, 0.26, 0.30, -0.61],
  "energy_ev": -25538.550,
  "homo_energy_ev": -9.129,
  "max_force_ev_per_a": 4.1,
  "e_above_lowest_ev": 4.1463,
  "smiles": "CCN(C)CC=O.O.O.O.O.O.O.O.O",
  "gap_ev": 9.17
}

Record 2
{
  "formula": "C5H27O9",
  "method": "wB97M-V/def2-TZVPD",
  "species": ["C", "O", "C", "C", "C", "C", "H", "H", "H", "H", "H", "H", "H", "H", "H", "H", "H", "H", "H", "O", "H", "H", "O", "H", "H", "O", "H", "H", "O", "H", "H", "O", "H", "H", "O", "H", "H", "O", "H", "H", "O"],
  "coordinates": [[-0.239, 2.290, 0.730], [-1.173, 1.763, 1.647], [-0.347, 1.630, -0.669], [0.921, 1.999, -1.488], [1.541, 0.758, -2.372], [1.920, -0.485, -1.495], [-0.483, 3.325, 0.701], [0.785, 2.179, 1.190], [-1.372, 1.995, -1.171], [-0.405, 0.488, -0.428], [1.796, 2.527, -0.884], [0.703, 2.727, -2.315], [2.584, 1.133, -2.811], [0.810, 0.500, -3.256], [2.489, -0.243, -0.569], [2.376, -1.366, -2.047], [1.072, -1.072, -0.990], [-1.639, -0.643, 3.156], [-1.168, 0.773, 1.922], [-1.535, -0.665, 2.197], [-3.080, -0.124, -0.855], [-1.815, -0.026, -1.664], [-2.644, -0.529, -1.631], [1.013, -0.782, 2.060], [2.153, -0.927, 3.053], [1.812, -0.331, 2.401], [-2.195, -2.056, -0.888], [-2.260, -2.447, 0.476], [-1.909, -2.734, -0.378], [-2.965, 1.314, 0.843], [-2.759, -0.093, 1.137], [-3.466, 0.467, 0.713], [2.683, 1.379, 0.555], [3.525, 2.193, 1.565], [3.082, 2.227, 0.791], [-0.643, -1.555, 1.947], [0.049, -2.446, 0.757], [0.191, -2.286, 1.671], [-0.078, -2.991, -1.648], [0.043, -4.184, -0.594], [0.625, -3.683, -1.358]],
  "mulliken_charge": [-0.78, -0.67, 0.87, -0.82, -0.36, -0.60, 0.37, 0.34, 0.41, -0.61, 0.38, 0.33, 0.25, 0.27, 0.10, 0.36, -0.06, 0.15, 0.43, -0.92, 0.48, 0.40, -0.88, 0.46, 0.23, -0.63, 0.45, 0.25, -0.69, 0.40, 0.45, -0.87, 0.09, 0.32, -0.61, 0.39, 0.23, -0.93, 0.33, 0.34, -0.68],
  "energy_ev": -24051.145,
  "homo_energy_ev": -6.219,
  "max_force_ev_per_a": 5.2,
  "e_above_lowest_ev": 1.9741,
  "gap_ev": 9.40,
  "charge": -1
}

Record 3
{
  "formula": "C5H28N2O9",
  "method": "wB97M-V/def2-TZVPD",
  "species": ["N", "C", "C", "N", "C", "C", "C", "O", "H", "H", "H", "H", "H", "H", "H", "H", "H", "H", "H", "H", "H", "H", "O", "H", "H", "O", "H", "H", "O", "H", "H", "O", "H", "H", "O", "H", "H", "O", "H", "H", "O", "H", "H", "O"],
  "coordinates": [[2.181, -0.975, 0.762], [1.647, 0.360, 0.577], [0.873, 0.550, -0.694], [-0.468, 0.860, -0.601], [-1.338, 0.278, 0.489], [-2.268, 1.292, 0.987], [-1.221, 1.383, -1.734], [1.381, 0.542, -1.767], [1.596, -1.600, 1.312], [2.482, -1.442, -0.108], [2.611, 1.144, 0.559], [1.232, 0.792, 1.410], [-0.760, -0.281, 1.208], [-1.996, -0.461, -0.148], [-2.294, 2.119, 0.264], [-3.281, 0.881, 1.203], [-2.011, 1.717, 1.978], [-0.943, 0.997, -2.669], [-2.293, 1.176, -1.721], [-1.204, 2.509, -1.673], [-0.146, -0.234, -4.033], [0.715, -0.505, -2.895], [0.324, -1.030, -3.614], [1.692, 3.826, 0.555], [0.888, 2.519, 0.795], [1.189, 3.367, 1.090], [-0.909, 0.045, 3.742], [-2.335, -0.654, 4.241], [-1.754, -0.485, 3.456], [-1.863, -2.104, 1.527], [-1.948, -2.951, 0.319], [-2.266, -2.889, 1.308], [-2.478, -3.007, -1.849], [-1.826, -1.884, -2.589], [-2.033, -2.146, -1.723], [2.510, 2.735, -1.947], [0.912, 2.770, -1.937], [1.713, 3.378, -1.831], [2.135, 0.337, 4.387], [1.916, -1.144, 4.199], [1.456, -0.350, 4.264], [1.106, -3.087, -2.322], [0.122, -2.903, -1.427], [1.019, -3.348, -1.339]],
  "mulliken_charge": [-0.49, -1.71, 0.72, 1.33, 0.02, -1.44, -1.68, -0.76, 0.23, 0.31, 0.07, 0.89, 0.43, 0.01, 0.42, 0.34, 0.29, 0.16, 0.45, 0.46, 0.33, 0.35, -0.71, 0.28, 0.32, -0.68, 0.31, 0.26, -0.58, 0.35, 0.32, -0.67, 0.28, 0.27, -0.56, 0.34, 0.38, -0.70, 0.31, 0.29, -0.59, 0.41, 0.24, -0.62],
  "energy_ev": -27044.913,
  "homo_energy_ev": -9.373,
  "max_force_ev_per_a": 7.7,
  "e_above_lowest_ev": 5.1333,
  "smiles": "CCN(C)C(=O)CN.O.O.O.O.O.O.O.O",
  "gap_ev": 9.53
}

Record 4
{
  "formula": "C5H28NO9S",
  "method": "wB97M-V/def2-TZVPD",
  "species": ["C", "N", "C", "O", "C", "C", "C", "S", "H", "H", "H", "H", "H", "H", "H", "H", "H", "H", "H", "H", "H", "H", "O", "H", "H", "O", "H", "H", "O", "H", "H", "O", "H", "H", "O", "H", "H", "O", "H", "H", "O", "H", "H", "O"],
  "coordinates": [[-1.211, 0.726, 0.450], [-0.704, 1.203, -0.879], [-0.476, 0.194, -1.915], [0.837, 0.082, -2.299], [-2.346, -0.286, 0.441], [-2.553, -0.758, 1.892], [-1.708, -2.030, 2.226], [-0.860, -2.018, 3.833], [-1.454, 1.589, 1.070], [-0.397, 0.192, 0.974], [0.190, 1.599, -0.609], [-0.959, -0.785, -1.737], [-1.017, 0.437, -2.855], [-2.065, -1.120, -0.191], [-3.320, 0.141, 0.186], [-3.592, -1.080, 2.019], [-2.417, 0.006, 2.660], [-1.109, -2.289, 1.352], [-2.417, -2.861, 2.278], [0.146, -1.219, 3.417], [1.336, -4.547, -2.727], [0.810, -3.690, -1.568], [0.849, -4.595, -1.901], [1.190, 2.626, 1.549], [1.594, 3.727, 2.569], [0.902, 3.110, 2.336], [2.714, 0.374, -0.026], [3.191, 1.320, 1.202], [2.525, 1.251, 0.513], [1.537, -1.041, 1.607], [1.191, 0.260, 1.946], [1.629, -0.478, 2.400], [0.868, 2.285, -4.904], [0.290, 0.901, -4.576], [0.110, 1.716, -5.060], [-3.020, 1.793, -0.728], [-2.346, 2.473, -1.795], [-3.243, 2.413, -1.428], [3.086, -1.255, -1.001], [1.492, -0.438, -1.359], [2.264, -0.933, -0.619], [2.142, 1.491, -2.142], [3.659, 1.763, -2.245], [2.816, 2.035, -2.602]],
  "mulliken_charge": [-0.28, -0.03, -0.29, -0.81, -0.10, -0.86, -0.74, -0.27, 0.45, -0.51, 0.24, 0.10, 0.15, 0.13, 0.48, 0.39, 0.42, 0.29, 0.39, 0.16, 0.31, 0.34, -0.66, 0.32, 0.27, -0.65, 0.27, 0.25, -0.58, 0.41, 0.36, -0.72, 0.32, 0.36, -0.65, 0.30, 0.37, -0.75, 0.20, 0.36, -0.78, 0.43, 0.26, -0.67],
  "energy_ev": -36393.443,
  "homo_energy_ev": -5.475,
  "max_force_ev_per_a": 2.0,
  "e_above_lowest_ev": 1.5537,
  "gap_ev": 8.29,
  "charge": -1
}